Entry from the OMol25 dataset: a molecular structure, C21H23As2MnNO12 in a non-equilibrium geometry (ωB97M-V/def2-TZVPD).

```
! wB97M-V def2-TZVPD RIJCOSX def2/J DEFGRID3
* xyz 1 5
Mn 0.00 0.00 0.00
O -3.45 1.57 0.00
C -2.17 1.15 0.00
O -1.86 -0.04 0.00
C -1.17 2.26 0.00
C -1.23 3.63 0.00
C 0.01 4.31 0.00
C 1.24 3.61 0.00
C 1.20 2.24 0.00
N 0.00 1.69 0.00
C 2.30 1.18 0.00
O 3.50 1.60 0.00
O 1.89 -0.05 0.00
H -3.92 0.72 0.00
H -2.18 4.16 0.00
H 0.02 5.40 0.00
H 2.20 4.12 0.00
C -1.86 3.85 2.74
O -1.35 2.60 3.00
C -0.97 2.16 4.23
O -1.06 2.92 5.19
C -0.40 0.78 4.37
C -0.14 0.18 5.61
As 0.76 -1.59 5.92
C 2.58 -0.85 5.70
C 0.19 -2.23 4.17
C 0.86 -1.64 3.17
As 0.00 0.00 2.56
C 1.52 1.25 2.30
C 2.31 -1.90 2.92
O 2.85 -2.86 3.45
O 2.97 -1.17 1.99
C 4.28 -1.41 1.61
C -1.30 -2.31 4.14
O -1.94 -2.43 5.17
O -1.94 -2.34 2.94
C -3.31 -2.45 2.80
C -0.57 0.78 6.92
O 0.15 0.62 7.89
O -1.79 1.36 7.12
C -2.96 0.96 6.51
H -2.08 3.93 1.66
H -1.13 4.63 3.02
H -2.81 4.00 3.31
H 2.84 -0.27 6.60
H 2.65 -0.17 4.83
H 3.32 -1.68 5.61
H 2.19 1.25 3.18
H 1.13 2.28 2.17
H 2.09 1.00 1.39
H 4.57 -0.67 0.83
H 4.37 -2.43 1.19
H 4.96 -1.29 2.48
H -3.57 -2.45 1.72
H -3.81 -1.58 3.28
H -3.67 -3.39 3.26
H -3.79 1.61 6.86
H -3.19 -0.09 6.80
H -2.92 1.03 5.41
H 0.00 -1.73 0.00
*
```

Results
**⟨S²⟩**: 6.12
**E**: -201191.744 eV

Results of the Mulliken charge analysis, in e, for atoms 1 through 6: atom 1 (Mn): -0.29, atom 2 (O): -0.43, atom 3 (C): 0.29, atom 4 (O): -0.50, atom 5 (C): 0.85, atom 6 (C): -0.35